[1]
Molecular formula: C36H43N4O4PY
Method: DFT, the ωB97M-V functional and the def2-TZVPD basis

```
! wB97M-V def2-TZVPD RIJCOSX def2/J DEFGRID3
* xyz 1 1
Y -0.486 -0.609 -0.179
C -0.165 -3.314 1.562
N -0.786 -3.137 0.227
C -2.225 -3.528 0.313
C -3.150 -2.840 -0.696
C -3.773 -1.560 -0.165
N -2.754 -0.748 0.530
C -3.201 0.105 1.375
C -2.444 0.868 2.359
C -3.174 1.762 3.167
C -2.599 2.387 4.246
C -1.267 2.071 4.563
C -0.539 1.184 3.803
C -1.096 0.597 2.659
O -0.375 -0.200 1.889
C -0.066 -4.051 -0.699
C -0.444 -3.991 -2.171
C -0.002 -2.756 -2.948
N -0.635 -1.497 -2.512
C -1.423 -0.962 -3.373
C -2.261 0.224 -3.236
C -3.233 0.414 -4.234
C -4.123 1.463 -4.184
C -4.032 2.355 -3.110
C -3.071 2.204 -2.130
C -2.158 1.145 -2.179
O -1.224 1.020 -1.256
H -0.248 -4.355 1.890
H -0.656 -2.668 2.284
H 0.890 -3.045 1.512
H -2.563 -3.291 1.322
H -2.283 -4.616 0.212
H -3.954 -3.520 -0.982
H -2.607 -2.626 -1.611
H -4.571 -1.807 0.537
H -4.217 -0.989 -0.984
H -4.285 0.232 1.448
H -4.218 1.940 2.925
H -3.164 3.080 4.855
H -0.797 2.532 5.425
H 0.491 0.952 4.046
H -0.225 -5.075 -0.339
H 0.998 -3.848 -0.589
H -1.509 -4.173 -2.321
H 0.060 -4.840 -2.641
H -0.190 -2.920 -4.011
H 1.078 -2.661 -2.840
H -1.540 -1.470 -4.336
H -3.280 -0.300 -5.051
H -4.872 1.594 -4.953
H -4.725 3.187 -3.046
H -2.990 2.904 -1.306
N 4.207 -1.487 -3.114
C 3.216 -0.836 -2.277
C 2.777 -1.761 -1.177
O 3.565 -2.791 -0.948
O 1.791 -1.579 -0.486
H 4.908 -0.841 -3.446
H 3.798 -1.944 -3.918
H 4.279 -2.730 -1.626
H 2.327 -0.450 -2.779
H 3.686 0.000 -1.754
C 2.056 2.595 -1.271
P 1.554 1.543 0.147
C 1.037 2.862 1.308
C -0.240 3.411 1.178
C -0.650 4.437 2.020
C 0.203 4.917 3.007
C 1.474 4.375 3.141
C 1.891 3.357 2.291
C 3.128 0.981 0.880
C 3.078 0.153 2.005
C 4.244 -0.339 2.570
C 5.482 -0.026 2.016
C 5.546 0.789 0.897
C 4.373 1.290 0.333
H 2.463 2.035 -2.115
H 2.767 3.356 -0.957
H 1.147 3.090 -1.615
H -0.919 3.025 0.423
H -1.647 4.849 1.919
H -0.124 5.707 3.672
H 2.145 4.745 3.906
H 2.881 2.935 2.413
H 2.115 -0.108 2.437
H 4.188 -0.974 3.446
H 6.390 -0.415 2.459
H 6.506 1.055 0.470
H 4.444 1.951 -0.522
*
```

Results
HOMO energy	-0.3720	Eh
relative energy (zero: lowest compared OMol25 entry of this formula, charge and spin)	0.000	eV

***

[2]
Molecular formula: N4O5
Method: DFT, the ωB97M-V functional and the def2-TZVPD basis

```
! wB97M-V def2-TZVPD RIJCOSX def2/J DEFGRID3
* xyz 0 1
N -1.957 0.356 0.623
N 0.299 0.323 0.014
N 1.740 0.506 0.118
N -0.236 -0.763 -0.348
O -2.864 0.998 0.274
O 2.161 0.232 1.185
O 2.273 0.820 -0.889
O -1.644 -0.660 -0.354
O 0.228 -1.812 -0.625
*
```

Results
HOMO energy	-0.4206	Eh
relative energy (zero: lowest compared OMol25 entry of this formula, charge and spin)	1.844	eV
SMILES	O=NO/[N+]([O-])=N/[N+](=O)[O-]

***

[3]
Molecular formula: C3H3Br2F
Method: DFT, the ωB97M-V functional and the def2-TZVPD basis

```
! wB97M-V def2-TZVPD RIJCOSX def2/J DEFGRID3
* xyz 0 1
C -1.531 0.387 -1.940
C -0.153 -0.989 0.577
C 0.680 0.220 0.828
F 0.018 1.226 0.245
Br 0.749 -2.442 0.917
Br 2.607 0.259 -0.010
H -2.366 0.836 -1.378
H -0.774 0.140 -1.198
H 0.770 0.363 1.958
*
```

Results
HOMO energy (alpha / beta)	-0.3272 / -0.3272	Eh
relative energy (zero: lowest compared OMol25 entry of this formula, charge and spin)	7.714	eV

***

[4]
Molecular formula: C17H26I2N4OPtSi2
Method: DFT, the ωB97M-V functional and the def2-TZVPD basis

```
! wB97M-V def2-TZVPD RIJCOSX def2/J DEFGRID3
* xyz 0 1
Pt -1.024 -0.644 -0.604
I -2.468 -4.824 0.443
C -2.773 -3.715 -1.340
I -3.617 -1.765 -0.994
H -3.481 -4.263 -1.949
H -1.827 -3.577 -1.848
C 2.140 1.122 -1.895
Si 1.837 1.136 -0.035
C 2.634 -0.381 0.768
C 2.657 2.691 0.672
C 0.001 1.033 0.377
C -0.311 0.453 1.679
C 0.138 0.844 2.939
C -0.296 0.139 4.045
C -1.162 -0.940 3.877
C -1.565 -1.273 2.599
N -1.145 -0.588 1.542
Si -1.369 2.235 -0.163
C -0.901 3.967 0.459
C -1.649 2.345 -2.029
C -2.997 1.864 0.744
H 3.140 1.498 -2.118
H 1.418 1.738 -2.435
H 2.075 0.109 -2.292
H 3.635 -0.564 0.371
H 2.025 -1.268 0.578
H 2.717 -0.266 1.851
H 3.722 2.668 0.434
H 2.560 2.758 1.757
H 2.236 3.599 0.238
H 0.801 1.694 3.030
H 0.034 0.421 5.036
H -1.520 -1.510 4.721
H -2.237 -2.101 2.411
H -0.020 4.363 -0.051
H -0.697 3.960 1.532
H -1.728 4.659 0.282
H -0.706 2.462 -2.566
H -2.269 3.217 -2.252
H -2.148 1.463 -2.424
H -2.895 2.070 1.812
H -3.326 0.832 0.638
H -3.793 2.505 0.356
N 2.013 -4.127 -0.974
C 1.136 -3.138 -1.261
O 0.324 -2.757 -0.395
C 1.186 -2.574 -2.598
C 0.247 -1.582 -2.800
N -0.614 -0.800 -2.678
C 2.180 -2.935 -3.525
N 3.018 -3.271 -4.245
H 2.689 -4.434 -1.652
H 1.978 -4.552 -0.066
*
```

Results
HOMO energy	-0.2966	Eh
relative energy (zero: lowest compared OMol25 entry of this formula, charge and spin)	0.703	eV